Record 1
100
Properties=species:S:1:pos:R:3:forces:R:3:lowdin_charge:R:1 method="wB97M-V/def2-TZVPD" fmax_ev_per_a=2.12 multiplicity=2 homo_lumo_gap_ev="6.894 / 7.166" de_lowest_ev=0.268 e_tot_ev=-138397.550
H 1.107 2.083 -2.067 -0.032 0.075 0.032 0.094
O 2.625 1.290 -0.986 0.091 -0.345 0.173 0.031
H 1.426 -6.747 -1.813 0.011 0.016 -0.010 0.094
C 1.082 -5.856 -1.304 0.022 -0.005 0.025 -0.109
H -0.855 -4.971 2.620 -0.048 -0.032 0.055 0.029
H 5.024 1.766 0.119 -0.059 -0.048 -0.032 0.151
H -1.058 2.084 5.230 0.002 -0.049 0.011 0.121
C -0.982 1.895 4.158 0.047 0.156 -0.037 -0.224
C 4.917 5.157 -0.327 -0.143 0.143 0.091 -0.399
H 3.725 -1.306 1.364 -0.015 0.024 0.008 0.083
C 5.355 3.779 -0.412 0.052 -0.317 0.044 -0.184
H -1.475 3.639 1.310 -0.032 -0.023 -0.140 0.093
H -0.733 -3.053 -1.858 -0.059 -0.024 0.000 0.080
H -2.984 -1.911 3.587 0.051 -0.094 0.028 0.030
Ti -0.524 -0.724 -0.380 1.982 0.735 -0.097 0.977
H -2.289 0.141 3.837 -0.097 0.059 -0.044 0.061
H -2.509 1.054 -3.856 0.003 -0.028 0.017 0.081
C -2.233 1.208 3.634 0.033 0.025 -0.209 -0.276
C 0.143 -3.539 0.046 -0.073 -0.484 0.084 -0.365
O -1.369 0.221 1.350 -0.110 -0.285 0.083 -0.632
H -1.635 3.893 3.683 0.023 0.018 0.000 0.115
C -5.342 -1.507 -0.876 -0.110 -0.124 0.010 -0.082
C -0.676 -4.116 3.274 0.036 0.108 -0.298 -0.181
H -1.408 -4.159 4.084 -0.032 0.098 -0.011 0.030
H 1.935 2.275 1.978 0.074 -0.040 0.106 0.107
H -2.569 -3.406 -0.528 0.035 0.028 0.036 0.092
Si -0.865 -2.454 2.357 -0.185 -0.106 0.642 0.472
C -3.150 -2.502 -0.670 -0.015 -0.107 -0.029 -0.110
C 0.935 -4.508 0.689 0.053 0.152 -0.087 -0.082
H -6.419 -1.611 -0.906 0.004 0.021 -0.009 0.102
C 3.206 -1.940 -2.814 0.053 -0.010 0.094 -0.325
C -0.862 3.190 3.362 0.003 -0.072 0.095 -0.213
C -2.492 -0.015 -4.085 -0.078 0.091 0.042 -0.057
C 2.817 -1.818 1.042 -0.015 -0.007 -0.020 -0.065
H 1.570 4.450 -2.582 0.004 -0.002 0.022 0.109
O 1.935 4.505 1.578 0.047 0.060 -0.043 0.071
H -3.142 1.704 3.981 -0.026 -0.022 -0.013 0.100
C 0.566 4.151 -2.308 0.050 -0.055 0.001 -0.061
N 3.549 3.015 0.931 -0.177 0.042 -0.021 0.014
O 0.922 0.686 0.369 0.312 -0.105 -0.162 -0.135
N -0.333 -2.394 0.695 0.140 -0.643 0.429 -0.173
C 0.318 2.822 -2.020 0.007 -0.192 -0.027 0.008
C -2.736 -2.151 2.547 0.238 0.121 -0.054 -0.166
H 0.106 3.673 3.495 -0.022 0.026 -0.055 0.110
H 1.215 -4.353 1.721 -0.009 -0.037 0.004 0.079
S 4.108 -2.203 -1.391 -0.336 0.100 0.085 1.099
H -0.222 6.145 -2.472 -0.013 0.003 -0.007 0.104
H -2.556 5.455 -1.961 0.035 0.019 -0.035 0.108
H 1.943 -1.341 1.472 0.026 0.009 0.033 0.045
H 1.998 -6.356 0.569 -0.001 0.014 0.002 0.102
C -0.449 5.108 -2.261 -0.137 -0.024 -0.002 -0.080
H -2.941 -0.148 -5.067 0.002 -0.020 -0.002 0.077
H -3.093 -0.536 -3.344 0.014 -0.047 -0.024 0.075
H 0.312 -4.236 3.724 0.006 -0.033 -0.039 0.024
H 1.132 -1.712 3.690 -0.019 -0.086 -0.030 0.033
N -0.339 -0.817 -3.070 0.167 -0.218 0.403 0.076
H -3.107 -1.351 1.911 -0.055 -0.038 -0.010 0.005
C -1.091 -0.519 -4.088 0.126 -0.076 -0.521 -0.589
N 1.669 -1.515 -1.151 -0.360 0.293 -0.214 0.039
C -1.750 4.733 -1.975 0.057 0.173 -0.034 -0.093
H 3.664 -2.040 -3.783 -0.077 -0.002 -0.016 0.076
C 1.392 -5.637 0.030 0.008 -0.069 -0.005 -0.087
C 2.715 1.892 1.328 -0.171 -0.255 -0.323 -0.016
S -0.312 -0.745 -5.622 -0.045 -0.022 0.454 1.086
C -4.754 -0.267 -1.001 0.257 0.308 0.010 -0.057
C 1.100 -1.265 -4.822 -0.128 0.033 -0.063 -0.339
C 0.177 -1.258 3.413 -0.208 -0.116 -0.159 -0.170
H -4.984 -3.606 -0.611 -0.007 0.000 -0.038 0.105
C -4.532 -2.627 -0.718 0.033 0.027 0.008 -0.072
C -1.069 2.819 1.899 -0.160 0.042 -0.092 -0.263
C 0.912 -1.237 -3.473 -0.073 0.073 -0.474 -0.314
C -3.359 -0.157 -0.956 -0.272 -0.800 0.219 -0.311
H -0.111 1.262 3.983 -0.070 0.087 0.062 0.088
C -2.499 -1.270 -0.781 -1.512 0.264 -0.459 -0.172
C -0.975 2.434 -1.666 0.058 0.671 -0.226 -0.285
C 2.717 -1.805 -0.443 0.384 -0.105 -0.062 -0.605
H -5.363 0.618 -1.154 -0.051 -0.034 0.040 0.093
H 1.974 -1.561 -5.377 0.031 0.012 0.076 0.075
C 2.051 1.205 0.097 0.089 0.661 0.242 -0.608
H 2.870 -2.848 1.396 -0.014 0.020 0.030 0.081
H -0.162 2.451 1.420 -0.049 -0.046 -0.034 0.070
H 0.073 -5.053 -3.013 -0.024 0.042 0.006 0.103
H 0.378 -0.336 2.868 0.059 -0.077 0.007 -0.003
C -0.139 -3.777 -1.312 -0.081 0.011 0.154 -0.074
C 1.935 -1.578 -2.499 0.455 -0.102 0.025 -0.319
C -2.687 1.102 -1.166 0.314 0.845 -0.475 -0.589
S -2.212 1.381 1.811 0.268 0.238 0.562 1.044
N -1.386 1.161 -1.326 -1.095 0.114 0.124 0.024
H -0.337 -1.004 4.346 0.021 -0.053 -0.003 0.035
C 2.988 4.279 1.011 -0.066 -0.233 -0.005 -0.458
H 3.334 6.196 0.461 -0.008 0.046 0.038 0.166
S -3.524 2.634 -1.352 0.278 -0.283 -0.042 1.110
F 6.472 3.516 -1.106 -0.011 0.089 0.031 0.085
H -3.289 -3.057 2.287 0.058 -0.049 0.002 0.036
H 3.307 1.156 1.874 0.049 0.027 0.029 0.130
C -1.999 3.396 -1.706 -0.096 -0.349 0.224 -0.466
C 4.681 2.787 0.186 0.166 0.269 -0.056 0.044
N 3.723 5.268 0.398 0.091 0.026 -0.028 0.219
C 0.318 -4.907 -1.967 0.054 -0.017 -0.080 -0.083
O 5.458 6.134 -0.789 -0.005 -0.110 -0.048 0.100

***

Record 2
92
Properties=species:S:1:pos:R:3:forces:R:3:lowdin_charge:R:1 method="wB97M-V/def2-TZVPD" fmax_ev_per_a=0.44 charge=+2 homo_lumo_gap_ev=5.752 de_lowest_ev=0.514 e_tot_ev=-69265.168
N 3.551 0.885 1.429 -0.023 -0.048 0.011 0.071
C -1.288 1.188 -3.009 -0.092 0.018 0.017 -0.067
H 4.008 -3.853 1.687 0.003 0.001 -0.003 0.120
Pt 0.413 0.754 -0.480 0.031 0.117 0.423 1.325
H 2.394 0.920 5.903 0.001 0.001 0.000 0.115
C 0.266 -2.968 -5.576 -0.004 0.014 -0.001 -0.066
H -0.250 1.426 -3.263 0.004 0.008 0.036 0.126
H 4.455 0.629 1.807 -0.004 0.018 0.010 0.111
H -0.571 -0.576 1.759 0.009 0.029 -0.039 0.093
H 3.699 -6.271 1.238 -0.001 0.003 0.003 0.120
C -3.352 -0.509 -1.045 0.028 -0.023 -0.044 -0.031
H -2.618 -1.791 2.354 0.001 0.001 0.002 0.115
C -3.691 -1.059 -3.358 0.006 0.029 -0.012 -0.011
H -6.577 -1.369 -1.612 -0.001 -0.001 -0.003 0.112
C 1.375 3.767 3.510 -0.006 -0.006 0.007 -0.048
O -0.602 -0.518 -1.458 0.243 0.040 -0.267 -0.306
C -1.390 -0.290 -2.627 -0.209 -0.050 -0.081 -0.432
H 0.437 3.833 0.931 -0.013 -0.008 0.005 0.109
H 2.135 -4.622 -1.805 -0.014 0.004 -0.004 0.136
C 2.056 -5.265 0.264 0.007 0.014 0.004 -0.167
H -3.306 -1.191 -4.362 0.003 -0.002 -0.001 0.125
C -2.938 2.801 -2.060 -0.005 0.025 0.021 0.027
C -5.031 -1.310 -3.098 -0.003 -0.002 -0.007 -0.053
H -2.171 2.979 3.541 -0.019 -0.005 0.004 0.126
C 2.665 2.986 5.388 0.003 -0.005 0.007 -0.065
H 2.586 4.729 -0.450 0.030 -0.018 -0.036 0.113
H 0.438 -1.259 -6.855 -0.001 0.000 -0.002 0.113
N 1.636 -0.825 -0.264 -0.154 -0.091 0.271 0.044
H 1.637 -4.893 1.203 -0.002 -0.002 -0.001 0.122
C 3.547 -5.552 0.435 0.002 -0.003 -0.011 -0.187
H -4.199 1.748 4.164 -0.001 0.000 -0.001 0.115
C -1.381 3.065 0.180 -0.025 0.079 0.041 -0.213
C -0.785 -1.193 -3.697 -0.032 -0.047 0.010 -0.169
C 1.212 1.477 4.206 -0.013 -0.003 0.005 -0.018
H -1.901 1.378 -3.888 0.031 -0.016 -0.018 0.139
C -1.382 -0.041 2.240 0.035 -0.049 0.026 -0.057
C -2.552 3.791 0.066 -0.025 -0.002 -0.073 0.025
H -4.444 -0.641 3.562 -0.002 0.001 0.000 0.114
C -5.533 -1.165 -1.813 0.000 0.001 0.012 -0.065
C -2.275 1.939 3.250 -0.001 -0.002 -0.042 -0.017
C 2.098 -1.876 -0.403 0.149 0.083 -0.220 -0.164
H 3.783 4.712 0.799 -0.021 0.010 0.026 0.140
H -5.073 -0.659 0.222 0.011 0.000 0.002 0.105
H -0.485 0.302 -5.223 0.005 -0.012 -0.001 0.110
C -0.456 3.342 1.326 0.002 -0.035 0.062 -0.067
N 3.089 4.218 0.256 0.008 0.024 0.039 0.148
H -2.819 4.475 0.859 0.001 -0.002 0.005 0.132
H -2.702 -0.207 -0.233 -0.016 -0.010 0.027 0.086
H 3.937 -6.013 -0.478 -0.001 -0.003 0.001 0.123
C -2.531 -0.740 2.599 0.004 0.006 0.000 -0.067
C 4.323 -4.269 0.726 -0.009 0.002 0.004 -0.170
C -3.359 3.644 -1.049 0.064 -0.022 0.038 0.018
H 0.667 -3.657 -6.308 -0.003 -0.001 -0.001 0.112
C -0.140 -3.431 -4.329 0.008 -0.009 0.002 -0.064
C 4.094 -3.238 -0.368 0.028 0.002 -0.023 -0.110
C 1.824 -4.235 -0.831 -0.012 -0.037 0.000 -0.111
H 0.775 0.492 4.092 0.007 0.004 0.000 0.126
H -3.512 2.679 -2.967 -0.001 0.002 0.000 0.138
C -3.553 -0.097 3.276 -0.003 -0.001 0.000 -0.064
C -3.417 1.245 3.611 -0.005 0.000 0.010 -0.047
H -1.009 -2.911 -2.439 -0.001 -0.010 0.011 0.119
H 3.675 2.818 2.205 0.008 0.012 0.005 0.160
C 0.840 2.496 3.330 0.017 -0.022 0.000 -0.153
H 1.514 -6.175 0.007 0.001 0.001 -0.005 0.124
N -1.032 2.179 -0.778 0.044 -0.111 -0.136 0.002
H 1.087 4.591 2.869 -0.005 0.011 -0.004 0.108
C 0.138 -1.625 -5.882 0.016 -0.012 -0.007 -0.057
H 0.782 -3.929 -0.901 -0.001 0.010 -0.007 0.121
C -0.661 -2.550 -3.399 -0.042 -0.006 0.004 -0.032
H 2.798 0.560 2.031 0.001 -0.023 -0.014 0.076
N 2.643 -3.031 -0.563 -0.011 0.003 0.088 -0.053
C -0.387 -0.739 -4.946 0.036 0.032 0.016 -0.026
H 2.669 5.012 4.684 0.000 0.003 0.001 0.112
H 3.364 3.179 6.191 -0.001 0.000 0.000 0.114
C -1.252 1.307 2.544 -0.007 0.032 0.001 -0.174
C -4.690 -0.767 -0.786 -0.022 0.002 -0.005 -0.059
H -4.285 4.194 -1.137 -0.002 0.002 0.001 0.132
C -2.843 -0.655 -2.333 0.008 0.047 0.121 -0.159
C -0.026 2.112 2.127 -0.055 0.052 0.052 -0.450
H 4.500 -3.586 -1.321 0.003 0.003 0.001 0.137
C 2.121 1.718 5.225 0.005 0.003 0.008 -0.051
N 3.482 2.275 1.368 0.097 -0.059 -0.085 -0.025
H -0.069 -4.486 -4.095 0.003 0.003 0.007 0.109
C -1.768 2.081 -1.911 0.067 0.014 -0.009 -0.227
O 0.894 1.351 1.365 -0.041 -0.010 -0.257 -0.366
C 2.953 2.896 0.339 -0.069 0.104 -0.024 -0.709
H 5.393 -4.472 0.796 0.000 0.002 -0.001 0.123
H 4.547 -2.275 -0.139 -0.005 -0.002 0.008 0.127
C 2.280 4.012 4.537 0.000 0.000 -0.004 -0.071
S 2.156 2.170 -1.042 -0.063 -0.106 -0.006 0.787
H -5.681 -1.629 -3.902 0.000 0.000 -0.001 0.114
H -0.952 4.056 1.980 0.010 0.003 0.001 0.127